100
Properties=species:S:1:pos:R:3:forces:R:3 method="wB97M-V/def2-TZVPD" homo_lumo_gap_ev=8.86 spin_multiplicity=1 e_homo_ev=-8.63 relative_energy_kj_mol=0.00 lumo_energy_ha=0.009
O 15.189195 2.341129 15.509961 -0.70 1.78 1.61
S 14.647856 3.514604 16.186558 -0.94 0.30 -0.28
O 13.634346 4.314527 15.493900 1.61 -0.97 1.12
O 14.006317 3.040378 17.638490 1.11 -0.41 -2.50
C 13.543705 4.055980 18.520609 1.16 -0.58 1.52
C 12.375428 3.439558 19.276562 -1.04 0.80 -1.11
C 15.998576 4.608943 16.786958 0.14 -0.24 -0.07
H 13.417799 5.003740 17.997149 -0.88 -0.15 -0.01
H 14.364137 4.228338 19.217240 0.21 0.14 0.17
H 12.035361 4.082437 20.088444 -0.04 0.06 -0.12
H 12.435165 2.416915 19.649009 0.95 0.15 -0.05
H 11.619085 3.378872 18.494018 -0.62 0.06 0.33
H 16.534680 4.104819 17.591052 -0.02 -0.35 -0.26
H 15.706635 5.574366 17.200265 -0.78 -0.20 -0.20
H 16.682454 4.842991 15.971088 -0.16 -0.39 -0.15
O 8.599708 6.943046 27.848780 -0.38 -0.67 -0.98
S 8.196901 6.374186 26.588604 -1.06 0.43 -1.10
O 8.994359 5.364554 25.902867 -1.06 1.29 0.96
O 6.659247 5.802047 26.814641 2.88 1.07 0.84
C 5.975506 5.254751 25.715353 -0.72 -0.99 0.44
C 5.018854 4.237835 26.299756 -0.59 -0.24 -0.83
C 7.864954 7.760643 25.355049 0.67 -0.99 0.57
H 6.603705 4.706085 25.013620 0.40 0.57 -0.10
H 5.404308 6.076841 25.284068 0.07 -0.20 -0.58
H 5.436767 3.387231 26.838187 0.53 0.48 0.24
H 4.600001 3.761708 25.413210 -0.72 0.05 0.05
H 4.256170 4.737630 26.896938 -0.06 -0.25 -0.04
H 7.709014 7.282122 24.388202 0.04 0.01 0.10
H 8.788809 8.338905 25.341153 0.02 -0.13 -0.04
H 7.039950 8.433113 25.590111 -0.02 -0.43 0.45
O 6.830189 7.451235 17.300443 -2.61 0.93 3.42
S 5.936656 7.684516 18.495999 1.49 -0.30 -1.34
O 5.836081 6.639837 19.522355 0.07 2.22 -1.80
O 6.350115 9.099094 19.282588 -0.16 -1.46 -1.12
C 6.678627 10.249670 18.462389 1.73 0.87 1.20
C 7.576790 11.138988 19.369333 -0.41 0.52 -0.28
C 4.295973 8.304577 18.014016 -0.50 -0.32 0.57
H 5.831374 10.883256 18.200075 -0.43 -0.56 -0.05
H 7.241281 9.977106 17.569511 -0.23 -0.35 0.04
H 7.993972 11.972866 18.804786 0.12 -0.16 -0.44
H 8.408829 10.650416 19.876390 -0.23 -0.36 -0.21
H 6.980737 11.672746 20.109549 -0.18 -0.41 0.27
H 4.316090 9.200324 17.393296 0.54 -0.30 -0.18
H 3.832853 8.604712 18.953988 0.22 -0.05 0.18
H 3.607946 7.568338 17.598483 0.58 -0.26 -0.25
O -0.570058 14.756080 16.181228 -1.26 2.83 -0.27
S -1.390387 15.879149 15.703270 -1.28 -0.85 -0.28
O -2.634084 15.520887 15.000929 1.74 1.04 1.40
O -1.732520 16.965670 16.979849 1.20 -2.22 -1.77
C -2.814365 17.907078 16.881282 0.02 -0.02 0.36
C -3.471417 17.909255 18.241314 -0.13 -0.43 0.72
C -0.441820 16.951721 14.573439 -0.64 -0.23 0.65
H -3.497925 17.673582 16.064999 0.00 -0.29 0.09
H -2.390846 18.894285 16.696473 0.15 0.03 -0.16
H -3.746617 16.924162 18.618083 -0.58 -0.30 -0.83
H -4.334429 18.574983 18.250705 0.07 0.00 0.16
H -2.781115 18.133399 19.054553 0.29 0.91 -0.32
H -0.924150 17.926830 14.505337 -0.04 -0.01 0.43
H -0.563904 16.527218 13.576941 0.50 -0.38 0.22
H 0.566004 17.028650 14.981437 -0.05 -0.07 -0.39
C 15.285240 13.621018 18.990416 0.01 -0.29 0.83
S 15.836741 12.796992 17.465268 0.81 -1.91 0.31
O 16.921784 11.747571 17.806589 -2.10 1.84 -0.33
C 14.250416 11.838645 17.180945 0.76 -0.04 -0.32
H 14.485238 14.330911 18.780302 0.03 -0.08 -0.22
H 16.081322 14.133332 19.530686 0.40 0.21 -0.75
H 14.960864 12.919976 19.759444 -0.35 -0.43 -0.37
H 14.315458 11.247444 16.267519 0.67 0.10 -0.09
H 13.394962 12.482214 16.975703 0.04 0.22 0.69
H 14.158086 11.111480 17.987667 -0.28 0.38 0.23
C 7.011543 0.012825 14.746004 -0.12 -0.66 1.32
S 5.895369 -1.397158 14.393329 -0.47 -1.16 -1.21
O 6.402710 -2.706348 15.022783 -0.74 2.70 -0.15
C 4.356709 -0.794034 15.241479 0.62 0.15 0.71
H 7.061167 0.004249 15.834840 0.48 0.12 0.12
H 6.687173 1.014447 14.463815 -0.44 -0.36 -0.44
H 7.985363 -0.216562 14.313394 -0.16 -0.07 0.04
H 3.888632 0.116033 14.866271 0.53 0.02 -0.81
H 4.619828 -0.514842 16.261734 -0.08 -0.52 0.28
H 3.588307 -1.565470 15.191129 0.40 -0.21 0.15
C -0.668601 13.365206 22.195140 -0.47 -0.58 0.98
S -0.822201 11.843661 23.283698 -0.20 -1.09 -1.09
O -0.272840 10.619345 22.551589 -0.41 1.85 0.89
C 0.391295 12.274745 24.543139 1.34 0.06 -0.19
H -1.105496 14.176104 22.777957 0.63 0.21 0.45
H -1.408589 13.328540 21.395660 0.43 -0.77 -0.32
H 0.362144 13.518518 21.875518 -0.21 0.09 -0.05
H 0.240613 13.239493 25.027531 -0.20 0.04 -0.31
H 1.354734 12.227794 24.035507 0.12 0.55 -0.29
H 0.579132 11.536204 25.322478 -1.03 -0.36 -0.08
C 2.357941 10.089318 10.973198 0.23 -0.39 -0.42
S 4.249034 10.264653 11.061432 -1.65 -0.34 1.03
O 4.537765 10.706733 12.477250 -0.15 -0.65 -1.33
C 4.539577 8.434174 10.924194 -0.15 0.72 0.48
H 1.986273 9.687883 10.030435 0.66 -0.22 -0.38
H 1.780485 11.011126 11.043310 0.65 0.28 0.57
H 2.046116 9.356299 11.717202 0.17 0.30 0.34
H 4.184542 8.076182 9.957815 0.33 0.19 -0.12
H 4.003732 7.881918 11.696206 -0.04 0.27 0.17
H 5.610783 8.319538 11.089951 -0.06 -0.16 -0.30